Version one
10
Properties=species:S:1:pos:R:3 method="wB97M-V/def2-TZVPD" gap_ev=9.4 e_homo_ev=-9.14 spin_multiplicity=1 e_lumo_ev=0.22
C 0.79 0.26 -0.05
C -0.53 -0.32 0.09
C -1.20 -0.65 -0.98
H 1.45 1.03 2.37
H 0.67 0.63 -1.22
H 1.85 -0.39 0.11
H -2.05 -1.28 -0.92
H -0.81 -0.44 -2.00
S 0.92 1.73 0.90
Cl -1.08 -0.57 1.69

=====

Version two
10
Properties=species:S:1:pos:R:3 method="wB97M-V/def2-TZVPD" gap_ev=8.8 e_homo_ev=-9.11 spin_multiplicity=1 e_lumo_ev=-0.33
C 1.49 1.05 -0.69
C -1.04 -1.42 0.75
C -1.77 -0.33 0.83
S 2.36 2.43 -0.83
Cl -3.22 -0.24 1.76
H 1.08 1.03 0.33
H -0.14 -1.43 0.16
H -1.30 -2.33 1.27
H 2.76 2.27 -2.12
H -1.53 0.58 0.32

=====

Here is how they stack up, most stable first: version one, version two.

=====

Version one
13
Properties=species:S:1:pos:R:3 method="wB97M-V/def2-TZVPD" gap_ev=8.6 e_homo_ev=-7.79 spin_multiplicity=1 smiles=Nc1cc(F)[nH]c1S e_lumo_ev=0.81
N 1.15 1.70 0.03
C 0.21 0.69 -0.10
C -1.24 0.75 -0.03
C -1.70 -0.53 -0.05
F -2.93 -1.00 0.03
N -0.68 -1.41 -0.20
C 0.53 -0.67 -0.17
S 2.20 -1.33 -0.06
H 0.90 2.61 -0.32
H 2.01 1.37 -0.39
H -1.86 1.67 0.19
H -0.80 -2.44 -0.20
H 2.22 -1.39 1.25

=====

Version two
13
Properties=species:S:1:pos:R:3 method="wB97M-V/def2-TZVPD" gap_ev=9.2 e_homo_ev=-8.44 spin_multiplicity=1 e_lumo_ev=0.71
F -3.37 -0.03 0.00
C -2.27 -0.83 0.00
C -1.07 -0.25 0.00
C -0.79 1.25 0.00
N 0.65 1.26 -0.01
C 1.21 0.03 0.01
S 2.83 -0.34 0.00
N 0.18 -0.86 0.00
H -2.48 -1.89 0.01
H -1.22 1.74 -0.88
H -1.23 1.69 0.90
H 1.27 2.09 0.01
H 0.36 -1.85 -0.03

=====

Here is how they stack up, most stable first: version two, version one.

=====

Version one
19
Properties=species:S:1:pos:R:3 method="wB97M-V/def2-TZVPD" gap_ev=10.3 e_homo_ev=-10.01 spin_multiplicity=1 smiles="N[C@@H](CCC(=O)O)C(=O)O" e_lumo_ev=0.28
N 0.37 -0.33 2.27
C 0.22 0.37 0.99
C 0.53 -0.54 -0.03
C 0.85 0.33 -1.34
C 0.37 -0.45 -2.46
O 1.06 -0.68 -3.54
O -0.96 -0.70 -2.44
C -1.29 0.90 0.93
O -2.01 0.93 -0.03
O -1.93 1.10 2.14
H -0.14 -1.28 2.22
H 1.34 -0.78 2.55
H 0.94 1.29 0.98
H -0.41 -1.06 -0.38
H 1.48 -1.17 0.09
H 0.47 1.35 -1.55
H 1.83 0.20 -1.56
H -1.47 -0.37 -1.68
H -1.24 0.87 2.85

=====

Version two
19
Properties=species:S:1:pos:R:3 method="wB97M-V/def2-TZVPD" gap_ev=11.0 e_homo_ev=-10.42 spin_multiplicity=1 smiles="C=CC(OC)(OC)[N+](=O)[O-]" e_lumo_ev=0.58
C -2.11 0.03 1.29
C -0.89 -0.53 1.36
C 0.27 -0.03 0.37
O -0.01 1.13 -0.18
C 0.94 1.70 -1.04
O 0.62 -1.04 -0.48
C -0.34 -1.45 -1.48
N 1.46 0.00 1.39
O 1.61 1.07 1.86
O 2.13 -1.00 1.61
H -3.02 -0.12 1.93
H -2.11 0.82 0.65
H -0.45 -1.33 1.94
H 1.96 1.73 -0.63
H 0.53 2.66 -1.24
H 0.91 1.03 -1.96
H 0.26 -1.91 -2.29
H -0.61 -0.58 -1.99
H -1.15 -2.16 -1.09

=====

Version three
19
Properties=species:S:1:pos:R:3 method="wB97M-V/def2-TZVPD" gap_ev="9.4 / 5.4" e_homo_ev="-10.17 / -8.25" spin_multiplicity=1 e_lumo_ev="-0.73 / -2.81"
C -1.42 -2.74 -0.34
C -1.48 -1.26 -0.01
C -2.63 -0.40 0.00
C -2.42 1.07 0.23
O -3.49 1.82 -0.31
C -0.22 -0.68 0.77
O -0.41 -0.73 -0.74
O 3.73 0.98 1.28
N 3.76 0.45 0.13
O 4.70 0.50 -0.67
H -0.48 -3.15 0.07
H -2.24 -3.41 -0.13
H -1.26 -2.67 -1.42
H -3.40 -0.70 -0.71
H -2.30 1.24 1.32
H -1.48 1.41 -0.25
H -3.38 2.75 0.00
H -0.24 0.39 1.10
H 0.50 -1.41 1.22

=====

Version four
19
Properties=species:S:1:pos:R:3 method="wB97M-V/def2-TZVPD" gap_ev="6.2 / 6.2" e_homo_ev="-8.99 / -9.00" spin_multiplicity=1 e_lumo_ev="-2.79 / -2.77"
C -0.61 0.91 -2.30
C -0.17 -0.08 1.86
C 2.43 -0.12 2.26
C -2.58 -0.56 -2.30
C 1.23 0.05 1.44
N 1.41 0.20 0.20
O 2.22 0.45 -0.62
O -0.12 1.83 -2.87
O -0.27 0.30 -1.20
O -1.79 0.45 -2.90
H -0.11 -0.03 2.92
H -0.67 0.63 1.30
H -0.58 -1.02 1.53
H 2.26 -0.87 3.15
H 2.87 0.80 2.58
H 3.21 -0.50 1.59
H -2.04 -1.44 -1.88
H -3.37 -0.88 -3.11
H -3.31 -0.11 -1.64

=====

Here is how they stack up, most stable first: version one, version two, version four, version three.

=====

Version one
13
Properties=species:S:1:pos:R:3 method="wB97M-V/def2-TZVPD" gap_ev=10.9 e_homo_ev=-10.13 spin_multiplicity=1 smiles="F[C@]1(Cl)C=C[C@H](Cl)C1" e_lumo_ev=0.75
F 1.90 0.71 1.19
C 1.22 -0.06 0.27
Cl 2.21 -1.25 -0.37
C 0.69 0.94 -0.67
C -0.63 0.73 -0.87
C -1.11 -0.49 -0.26
Cl -2.83 -0.57 0.21
C -0.16 -0.57 0.93
H 1.35 1.71 -1.10
H -1.37 1.42 -1.49
H -0.84 -1.27 -0.98
H -0.15 -1.61 1.34
H -0.27 0.32 1.79

=====

Version two
13
Properties=species:S:1:pos:R:3 method="wB97M-V/def2-TZVPD" gap_ev=9.0 e_homo_ev=-9.08 spin_multiplicity=1 smiles="C=C(F)/C=C(/Cl)CCl" e_lumo_ev=-0.06
C 1.53 0.74 -0.17
C 1.10 -0.55 -0.21
F 2.04 -1.49 0.03
C -0.13 -1.21 -0.53
C -1.30 -0.66 -0.05
Cl -2.76 -1.36 -0.20
C -1.17 0.67 0.67
Cl -1.11 2.16 -0.36
H 1.10 1.53 -0.79
H 2.59 0.93 0.06
H 0.10 -2.12 -1.07
H -0.15 0.46 1.08
H -1.84 0.90 1.55

=====

Here is how they stack up, most stable first: version one, version two.

=====

Version one
22
Properties=species:S:1:pos:R:3 method="wB97M-V/def2-TZVPD" gap_ev=9.0 e_homo_ev=-8.15 spin_multiplicity=1 e_lumo_ev=0.87
C -1.92 0.39 -0.07
C -2.73 -0.90 -0.12
N -1.07 0.53 1.11
H -1.63 0.49 1.95
H -0.42 -0.26 1.13
H -2.60 1.25 -0.10
H -1.27 0.44 -0.95
H -3.40 -0.98 0.74
H -2.06 -1.76 -0.11
H -3.34 -0.95 -1.02
C 1.64 1.72 -0.11
N 2.26 0.44 0.28
C 1.64 -0.79 -0.44
N 1.14 -1.44 0.57
N 1.87 -0.78 -1.70
H 3.26 0.44 0.07
H 1.94 0.03 1.24
H 0.75 -2.35 0.34
H 1.49 -1.60 -2.17
H 1.67 1.80 -1.20
H 2.18 2.55 0.34
H 0.60 1.72 0.23

=====

Version two
22
Properties=species:S:1:pos:R:3 method="wB97M-V/def2-TZVPD" gap_ev=8.2 e_homo_ev=-7.28 spin_multiplicity=1 smiles="N/C=C/N.NCCN" e_lumo_ev=0.95
N -2.20 2.00 0.16
C -2.92 0.86 -0.27
C -2.48 -0.39 -0.08
N -3.22 -1.55 -0.45
H -2.31 2.79 -0.46
H -1.22 1.81 0.26
H -3.90 1.04 -0.69
H -1.52 -0.51 0.40
H -2.79 -2.38 -0.07
H -3.26 -1.67 -1.45
N 3.30 0.83 -0.84
C 2.05 0.51 -0.14
C 2.12 -0.92 0.36
N 0.90 -1.24 1.10
H 4.08 0.83 -0.19
H 3.27 1.75 -1.26
H 1.24 0.61 -0.86
H 1.84 1.19 0.69
H 2.19 -1.57 -0.51
H 3.04 -1.07 0.93
H 0.89 -2.21 1.39
H 0.90 -0.71 1.97

=====

Version three
22
Properties=species:S:1:pos:R:3 method="wB97M-V/def2-TZVPD" gap_ev=8.7 e_homo_ev=-7.86 spin_multiplicity=1 e_lumo_ev=0.89
C -1.40 -0.10 0.23
C 1.20 0.44 -0.01
C 0.41 -0.43 0.79
C 1.46 0.11 -1.46
N -1.65 1.29 0.47
N -2.10 -0.95 1.14
N -1.76 -0.53 -1.09
N 2.67 -0.04 1.07
H 1.07 1.50 0.19
H -2.65 1.50 0.39
H -1.14 1.89 -0.17
H -3.08 -1.06 0.89
H -2.01 -0.62 2.09
H -1.61 -1.52 -1.22
H -1.31 0.00 -1.82
H 3.25 0.80 1.04
H 3.16 -0.76 0.55
H 0.33 -0.15 1.83
H 0.52 -1.50 0.61
H 0.68 0.52 -2.11
H 2.40 0.56 -1.79
H 1.53 -0.96 -1.62

=====

Here is how they stack up, most stable first: version two, version one, version three.

=====

Version one
8
Properties=species:S:1:pos:R:3 method="wB97M-V/def2-TZVPD" gap_ev="7.4 / 7.4" e_homo_ev="-7.83 / -7.83" spin_multiplicity=1 e_lumo_ev="-0.40 / -0.40"
C 0.19 0.78 -0.15
C -0.79 0.02 0.53
F -1.51 -0.82 -0.30
P 1.59 -0.64 0.01
H -0.15 0.99 -1.11
H 0.84 1.51 0.33
H -1.12 -0.09 1.56
H 0.96 -1.75 -0.87

=====

Version two
8
Properties=species:S:1:pos:R:3 method="wB97M-V/def2-TZVPD" gap_ev=10.5 e_homo_ev=-9.52 spin_multiplicity=1 smiles=FP1CC1 e_lumo_ev=1.01
F -2.06 0.85 -0.05
P -1.22 -0.62 -0.12
C 0.32 -0.20 0.71
C 0.51 0.05 -0.80
H 0.80 -0.98 1.23
H 0.19 0.69 1.51
H 0.68 1.03 -1.15
H 0.79 -0.81 -1.33

=====

Here is how they stack up, most stable first: version two, version one.